15
Properties=species:S:1:pos:R:3 method="wB97M-V/def2-TZVPD" gap_ha=0.385 lumo_energy_ev=0.8812 total_charge=0 relative_energy_kcal_mol=41.7 e_homo_ev=-9.58 smiles="O=C1CC[C@@H]1CO" e_tot_ev=-9408.0251
O 2.8049 0.1750 0.2479
O -1.2880 -2.1238 0.5709
C -0.7212 1.0955 -0.1106
C -1.0474 -0.9797 0.2903
C -1.8999 0.1194 -0.3427
C 0.1845 0.0024 0.4971
C 1.5656 -0.2878 -0.2707
H -2.1526 -0.0999 -1.3897
H 1.5417 0.1425 -1.2856
H 3.2731 -0.5080 0.7454
H -0.2790 1.4673 -1.0365
H -2.8346 0.3545 0.1794
H 1.4075 -1.3497 -0.2209
H -0.9498 1.9298 0.5498
H 0.3954 0.0626 1.5760



94
Properties=species:S:1:pos:R:3 method="wB97M-V/def2-TZVPD" gap_ha=0.255 lumo_energy_ev=2.0565 total_charge=-1 relative_energy_kcal_mol=0.0 e_homo_ev=-4.89 e_tot_ev=-62485.6966
O 3.9870 8.9648 0.2875
O -0.7411 -3.2364 -2.2778
O 3.5890 -8.0870 0.5005
O -3.0021 -1.5354 -1.0803
O -3.1228 -4.5221 -0.4864
O 4.9833 2.8260 1.7894
O 0.6533 -7.2684 0.2847
O 5.1536 3.9248 -0.8783
O -4.5680 6.1547 -1.0541
O 2.3986 -7.3924 3.2331
O 4.1403 7.4762 1.8063
O -2.6048 3.3781 -1.1655
O 4.2089 4.3068 3.2549
O 5.5153 6.1401 -0.6636
O -4.6935 4.0725 -3.2902
O 1.9151 4.7068 1.5117
N 4.7637 8.2490 0.7716
N 5.1022 6.1673 4.4583
C 4.7595 6.2109 1.9542
C -3.6869 -2.5660 -1.7724
C -2.4445 3.3481 -2.5718
C 0.1291 -6.3450 -0.6478
C -3.3092 4.3870 -3.2457
C 1.2827 -8.3826 -0.3166
C -0.2953 -3.1840 -3.6134
C 5.1045 5.0120 -0.3056
C 4.2837 5.0851 1.0297
C 2.8378 5.2455 0.5673
C 2.4251 -8.8937 0.5309
C -1.7085 -1.8237 -0.5576
C -2.4464 2.1104 -0.5653
C 4.3031 5.7223 3.3405
C 4.5246 3.8971 1.9721
C -5.7230 5.5558 -1.6099
C 0.6150 5.1963 1.2805
C 3.5691 -6.8432 1.1838
C -5.4412 4.1502 -2.0897
C -4.5126 7.5504 -1.2302
C -0.6282 -1.9930 -1.6006
C 3.6308 -6.9483 2.6894
C -3.2978 -5.1185 0.7762
C 2.5463 -8.1463 4.4120
C -4.1907 -3.6921 -0.8991
H -3.0907 -2.9559 -2.5994
H -6.1023 6.1524 -2.4481
H -6.5012 5.5083 -0.8345
H 2.7397 -9.8491 0.1032
H -4.9019 -4.2947 -1.4818
H -3.5748 -4.3835 1.5406
H -4.7158 -3.2734 -0.0327
H -3.5181 7.8780 -0.9332
H -1.7400 -2.6769 0.1215
H -0.1121 4.5947 1.8196
H -4.9876 3.5524 -1.2965
H 2.6322 6.3094 0.4359
H -4.6712 7.8254 -2.2793
H -2.3395 -5.5534 1.0559
H 5.8487 6.2434 1.8863
H 0.7920 -3.0599 -3.6691
H 2.0949 -9.0851 1.5541
H 1.5768 -8.5846 4.6439
H -4.5627 -2.0734 -2.2025
H 2.8606 -7.5183 5.2539
H -3.0845 1.3598 -1.0455
H 3.2784 6.0885 3.4504
H 3.8558 -5.9535 3.0964
H -4.0545 -5.9114 0.7440
H -1.4000 1.7866 -0.6123
H 2.7273 4.7307 -0.3889
H -1.3942 3.5623 -2.8119
H -3.1378 5.3741 -2.8129
H 0.3672 5.1791 0.2138
H -6.4053 3.6974 -2.3355
H 3.2720 -8.9571 4.2781
H -0.1814 -5.4593 -0.0979
H -2.6972 2.3567 -2.9663
H 1.6640 -8.1197 -1.3102
H -1.4423 -0.9456 0.0345
H 0.8882 -6.0463 -1.3788
H 2.7231 -6.2295 0.8695
H -0.5678 -4.1268 -4.0858
H -5.2554 8.0632 -0.6071
H 4.6735 7.0066 4.8288
H 0.3467 -1.9594 -1.0972
H -0.7411 -6.7594 -1.1688
H -0.6815 -1.1615 -2.3121
H 4.4816 -6.3367 0.8622
H 6.0145 6.4644 4.1270
H -2.7437 2.1958 0.4786
H -3.0024 4.4304 -4.2932
H 0.5430 -9.1888 -0.4287
H -0.7781 -2.3665 -4.1610
H 0.5586 6.2410 1.6108
H 4.4414 -7.6311 2.9694



70
Properties=species:S:1:pos:R:3 method="wB97M-V/def2-TZVPD" gap_ha="0.249 / 0.250" lumo_energy_ev="-1.0541 / -1.0296" total_charge=0 e_homo_ev="-7.84 / -7.84" multiplicity=7 e_tot_ev=-88736.3548
Eu 0.2250 0.1946 0.9113
Te 3.6719 -1.1554 -0.1184
Cl 1.2108 2.6927 0.8065
F 3.4847 -1.5586 1.7459
F 3.9620 -0.7380 -1.9437
F 3.8956 0.6870 0.3589
F 3.6952 -3.0324 -0.4887
F 5.5486 -1.3120 0.1308
O 1.8438 -1.0024 -0.2837
O -1.0937 -0.1671 -1.0077
O -0.7277 -2.0756 1.4238
O -1.8509 1.0401 1.8783
O 1.1910 0.1195 3.2181
N 3.1155 0.9467 4.1744
N -0.2543 -3.5420 -0.2799
N -4.0344 0.7247 2.4319
C -5.2483 -0.0647 2.3029
C 0.9714 -4.0684 0.2987
C 0.2222 -1.1592 -5.7635
C 0.0502 2.4770 -2.5309
C -1.0864 2.0116 -1.9946
C 0.5797 3.8656 -2.3904
C -1.4531 0.1599 -4.6266
C -4.0649 1.8889 3.3110
C -0.9027 -0.3234 -5.8135
C -1.4336 0.5226 -2.1352
C -0.8533 -0.1237 -3.3983
C 4.4440 1.5222 3.9802
C -2.9035 0.3588 1.8292
C 2.6557 0.7780 5.5472
C -0.6250 -4.0211 -1.6014
C 0.2826 -0.9310 -3.3487
C 0.8001 -1.4751 -4.5267
C -2.0168 2.8200 -1.1432
C 2.3023 0.7001 3.1496
C -1.0336 -2.6675 0.3588
H -6.0679 0.5579 1.9255
H 1.5998 3.8324 -1.9880
H 1.6737 -2.1242 -4.4625
H -1.4731 -3.4278 -1.9632
H -2.5338 0.5058 -2.2355
H -4.1028 1.5739 4.3633
H -1.3431 -0.0453 -6.7745
H 0.2190 -3.9204 -2.2942
H 4.6853 1.5076 2.9145
H 0.6845 1.7952 -3.1064
H -2.9445 -0.5972 1.2707
H 5.1871 0.9429 4.5433
H -2.3435 0.7962 -4.6301
H 2.6540 1.0794 2.1726
H 3.2973 0.0657 6.0759
H -0.9163 -5.0787 -1.5452
H -1.9911 -2.4649 -0.1580
H -1.6371 2.9099 -0.1096
H 2.7214 1.7357 6.0772
H 0.6438 -1.5645 -6.6826
H 1.2031 -3.5575 1.2334
H -4.9657 2.4733 3.0947
H -2.1521 3.8353 -1.5526
H -0.0288 4.4683 -1.7068
H 0.7747 -1.1247 -2.3900
H -3.0004 2.3330 -1.0974
H 0.6237 4.3696 -3.3676
H -5.5472 -0.4871 3.2713
H 1.7903 -3.9253 -0.4093
H -5.0566 -0.8778 1.5928
H 1.6270 0.4265 5.5203
H 0.8527 -5.1477 0.4700
H 4.4659 2.5563 4.3459
H -3.1698 2.4858 3.1395



10
Properties=species:S:1:pos:R:3 method="wB97M-V/def2-TZVPD" gap_ha=0.344 lumo_energy_ev=0.6457 total_charge=0 relative_energy_kcal_mol=112.7 e_homo_ev=-8.70 smiles="C=C=C[NH2+][O-]" e_tot_ev=-6724.6852
O 0.7061 -0.7113 -1.3807
N 1.1095 -0.7240 -0.1329
C 0.2070 0.0120 0.8345
C -0.7973 0.5907 0.2676
C -1.5365 0.9249 -0.7422
H -2.4024 0.3406 -1.0079
H 2.0534 -0.2852 -0.0289
H -1.4266 1.8777 -1.2338
H 0.4979 -0.0430 1.8665
H 1.1956 -1.6989 0.2335